1.
Formula: C4H7NO2
Source: the OMol25 dataset
Level of theory: ωB97M-V with the def2-TZVPD basis set

Geometry as XYZ:
```
14
Properties=species:S:1:pos:R:3:lowdin_charge:R:1
O 2.444 1.435 -0.206 0.03
O -2.163 -0.308 -0.990 -0.10
N 0.708 0.027 0.196 -0.11
C -0.038 -1.196 -0.038 -0.08
C -0.319 1.031 0.338 -0.04
C -1.412 -0.497 0.075 -0.34
C 1.987 0.312 -0.175 -0.32
H 2.565 -0.594 -0.440 0.14
H -1.427 0.683 -0.493 0.16
H -0.179 1.875 -0.356 0.13
H -1.898 -0.591 1.062 0.15
H 0.124 -1.970 0.721 0.12
H 0.088 -1.615 -1.042 0.13
H -0.481 1.409 1.350 0.12
```

HOMO = -0.3532 Ha
Total charge = 0
HOMO-LUMO gap = 10.23 eV
LUMO = 0.023 Ha
Maximum force = 0.4 eV Å⁻¹
E_tot = -361.6935 Ha

2.
Formula: C4H7NO2
Source: the OMol25 dataset
Level of theory: ωB97M-V with the def2-TZVPD basis set

Geometry as XYZ:
```
14
Properties=species:S:1:pos:R:3:lowdin_charge:R:1
O 1.060 0.555 0.994 0.04
O -1.904 -0.278 -3.149 0.00
N -0.916 0.232 -0.086 0.00
C 0.293 -0.065 0.078 -0.54
C -1.569 1.092 0.955 -0.11
C 0.988 -0.749 -1.057 -0.03
C -2.472 -0.793 -2.319 -0.02
H -0.977 0.776 1.920 0.09
H 1.966 0.134 0.895 0.14
H 1.296 -1.825 -0.730 0.12
H 1.949 -0.287 -1.279 0.07
H -1.366 2.231 0.929 0.10
H 0.296 -0.592 -1.920 0.07
H -2.651 0.778 0.970 0.07
```

HOMO = -0.3525 Ha
Total charge = 0
HOMO-LUMO gap = 10.19 eV
LUMO = 0.022 Ha
Maximum force = 2.7 eV Å⁻¹
E_tot = -361.7989 Ha